1.
The following is a quantum chemistry calculation of 5 unconnected molecules or ions with the total composition C17H37ClNO6S5 in a non-equilibrium geometry, from the OMol25 dataset.

## Properties
energy above the lowest of the compared OMol25 structures with the same formula, charge and spin = 1008.4 kJ/mol
E_LUMO = -0.1622 hartree
HOMO-LUMO gap = 6.0 eV
max |F| = 0.17972 Eh/bohr
spin multiplicity = 1
net charge = +1
E_HOMO = -10.44 eV

XYZ file:
```
67
Properties=species:S:1:pos:R:3:forces:R:3:mulliken_charge:R:1
O -3.953883 1.490358 3.217222 -0.3 -2.0 -5.8 -0.5970
S -3.867967 1.432415 1.641988 1.9 7.5 5.1 1.0244
O -3.219983 2.813808 1.237090 -2.4 -5.5 0.1 -0.5866
Cl -2.557827 -0.039235 0.949653 -1.3 0.5 0.3 -0.1226
C -5.596275 1.357432 0.864537 -2.1 0.3 -1.7 -0.5884
C -5.736667 0.276017 -0.353826 0.9 0.1 -0.7 -0.6516
C -5.697028 -1.298732 0.074700 -0.2 -0.4 -1.1 -0.2903
C -6.300430 -1.657453 1.550451 0.1 -1.6 0.6 -0.7585
C -5.174623 -2.259273 2.617766 2.7 -1.4 1.7 0.4702
C -3.790823 -3.029588 2.195497 -0.4 0.4 3.4 -0.2288
C -2.715018 -3.591881 3.319701 -4.1 2.3 1.2 -0.0453
C -3.127627 -3.364629 4.903363 -2.7 1.3 -3.7 -0.4142
C -4.576504 -2.612603 5.227736 2.8 -1.4 -2.8 -0.1918
N -5.479693 -2.113996 4.105217 3.3 -1.8 -0.7 -0.1340
H -6.460026 1.287799 1.684141 2.4 -0.1 -1.4 0.3440
H -5.751861 2.433847 0.371584 0.9 -2.3 1.3 0.3923
H -4.798384 0.454459 -1.070495 -2.0 -0.4 1.5 0.1891
H -6.682389 0.495379 -1.049228 2.0 -0.3 2.0 0.3744
H -4.594697 -1.699095 -0.118908 -2.5 0.8 0.8 0.1326
H -6.367967 -1.880739 -0.723384 1.5 1.3 1.8 0.3964
H -6.906089 -0.805450 2.074225 1.4 -1.5 -1.0 0.2830
H -7.074006 -2.553812 1.395570 1.7 1.9 0.5 0.3551
H -3.488853 -3.175240 1.056883 -1.0 0.5 2.8 0.3018
H -1.698887 -4.115069 2.977146 -2.5 1.4 0.9 0.2499
H -2.392460 -3.765440 5.731771 -1.9 1.1 -1.7 0.3192
H -4.843654 -2.503227 6.377898 0.1 0.1 -3.0 0.3479
H -6.387411 -1.629227 4.365212 1.7 -0.8 -0.4 0.3155
C 2.742737 -1.002063 2.866804 0.0 -0.2 0.3 -0.8059
S 1.010753 -0.523327 3.064430 0.3 0.1 -0.2 0.3731
O 0.194918 -1.781500 3.090102 -0.1 0.0 -0.2 -0.5732
C 0.828325 0.210192 1.421580 -0.2 0.0 -0.1 -0.2202
H 3.065350 -1.520271 3.774229 -0.2 0.1 0.0 0.3978
H 2.851608 -1.672516 2.011185 -0.1 0.2 0.0 0.2559
H 3.356291 -0.109811 2.725126 -0.2 -0.1 -0.1 0.2300
H 1.052545 -0.533704 0.652625 0.1 0.1 0.1 0.3591
H 1.502065 1.064780 1.324844 0.0 -0.2 0.1 0.2845
H -0.203686 0.549959 1.305037 0.3 0.0 0.2 -0.2324
C 0.377098 1.602331 -3.659504 0.0 -0.1 -0.2 -1.0036
S -0.622160 1.011857 -2.273560 -0.2 0.0 -0.1 0.6928
O -1.799354 0.279639 -2.845676 0.3 0.3 0.2 -0.6876
C -1.199057 2.643020 -1.747459 -0.1 0.0 0.0 -0.6789
H 0.812117 0.736933 -4.167327 -0.1 0.1 0.2 0.3319
H -0.247844 2.156487 -4.363636 0.0 -0.1 0.1 0.3494
H 1.180325 2.241513 -3.286804 -0.1 -0.1 0.1 0.2865
H -1.729408 3.134697 -2.567172 0.1 -0.1 0.0 0.3889
H -0.346306 3.250072 -1.434558 0.0 -0.1 0.0 0.3427
H -1.879854 2.515245 -0.902322 0.1 0.0 -0.1 0.0107
C 6.333521 1.122064 0.257774 0.0 -0.3 0.2 -0.7981
S 4.601536 1.600799 0.455400 0.3 0.0 -0.2 0.5027
O 3.785701 0.342627 0.481072 0.2 0.3 -0.3 -0.5894
C 4.419108 2.334318 -1.187451 -0.2 -0.1 -0.2 -0.5436
H 6.656134 0.603855 1.165198 -0.2 0.2 0.0 0.3567
H 6.442391 0.451610 -0.597846 -0.1 0.2 0.1 0.1667
H 6.947074 2.014316 0.116096 -0.1 0.0 0.0 0.3776
H 4.643328 1.590422 -1.956406 0.1 0.1 0.2 -0.1038
H 5.092848 3.188906 -1.284186 0.0 -0.1 0.1 0.4311
H 3.387097 2.674086 -1.303994 0.1 0.0 0.2 0.2386
C 5.255217 0.172920 -4.683953 -0.1 0.2 0.0 -0.9353
S 6.574062 -0.492616 -3.641971 0.1 0.0 -0.1 0.5057
O 6.841796 0.508934 -2.558246 -0.1 -0.2 -0.7 -0.5856
C 7.889044 -0.327740 -4.872389 0.1 0.1 0.0 -1.0416
H 4.331093 0.199230 -4.099709 0.2 -0.1 0.0 0.1980
H 5.506521 1.186057 -5.006201 0.1 -0.1 0.1 0.3302
H 5.112712 -0.473002 -5.552924 0.1 0.0 0.1 0.4441
H 7.981794 0.716115 -5.183374 -0.1 -0.1 0.1 0.3139
H 7.664148 -0.958062 -5.735939 0.0 0.0 0.1 0.4015
H 8.829447 -0.655197 -4.422406 -0.2 0.0 0.0 0.3424
```
Forces are in eV/Å.

=====

2.
The following is a quantum chemistry calculation of 3 unconnected molecules or ions with the total composition C17H37N2O3S, from the OMol25 dataset.

## Properties
energy above the lowest of the compared OMol25 structures with the same formula, charge and spin = 0.0 kJ/mol
E_LUMO = -0.1229 hartree
HOMO-LUMO gap = 8.0 eV
max |F| = 0.01566 Eh/bohr
spin multiplicity = 1
net charge = +1
E_HOMO = -11.36 eV

XYZ file:
```
60
Properties=species:S:1:pos:R:3:forces:R:3:mulliken_charge:R:1
N 2.716301 0.804943 2.688877 -0.1 -0.2 0.1 -0.6449
C 2.413845 -0.625751 2.505243 0.1 0.3 -0.1 -0.4534
C 2.590302 -1.021412 1.046455 0.2 0.1 0.1 -0.1123
C 2.423600 -2.500156 0.722644 0.0 0.1 -0.2 -0.2505
C 1.013158 -3.068987 0.626644 -0.1 -0.2 0.1 -0.5414
C 0.147070 -2.999731 1.893144 -0.1 0.0 -0.2 -1.5391
C -0.773030 -1.780886 2.004221 -0.1 -0.1 0.1 0.2841
C -2.227856 -2.115525 1.605944 0.0 0.0 0.1 -1.1894
N -2.817196 -1.099501 0.645574 -0.1 -0.2 0.2 -0.0728
C -2.424145 0.349898 0.788496 0.2 0.7 -0.2 0.1353
S -2.442847 0.993533 -0.916964 -0.3 -0.1 -0.2 -0.2316
C -1.063197 0.446578 1.477668 0.1 -0.1 -0.1 -1.1934
O -0.323157 -0.707800 1.195812 -0.1 0.0 -0.1 0.0264
H 3.124290 0.963230 3.599291 0.1 0.1 0.0 0.2556
H 1.872312 1.360503 2.663539 0.0 0.1 -0.1 0.2064
H 1.406904 -0.861730 2.862627 0.2 -0.1 0.1 -0.0227
H 3.129364 -1.193635 3.098655 0.0 -0.1 0.1 0.5257
H 1.938188 -0.409710 0.419433 0.0 0.0 0.0 -0.1766
H 3.613036 -0.736593 0.790951 0.0 0.0 -0.1 0.4855
H 2.881289 -2.661842 -0.253176 0.1 -0.1 0.0 -0.0697
H 3.004395 -3.100309 1.428015 0.0 0.0 0.1 0.3145
H 0.487233 -2.619042 -0.218078 0.0 0.1 0.0 0.2646
H 1.118194 -4.126148 0.380625 0.0 0.0 -0.1 0.4807
H 0.766611 -3.063451 2.784487 0.1 0.0 0.0 0.4668
H -0.492720 -3.884395 1.912020 0.0 0.0 0.1 0.5064
H -0.781621 -1.439690 3.044121 0.0 0.1 0.0 0.5843
H -2.282679 -3.068884 1.088740 0.0 0.0 -0.1 0.4862
H -2.878605 -2.166155 2.474861 -0.1 0.1 0.0 0.2387
H -2.572766 -1.365353 -0.312221 0.2 0.0 0.0 0.4708
H -3.831090 -1.170190 0.714456 -0.1 0.0 -0.1 0.3616
H -3.183497 0.884516 1.351356 -0.2 -0.3 0.2 0.3562
H -1.381013 1.795003 -0.850257 0.2 0.0 0.2 0.1720
H -0.519815 1.307665 1.099530 0.1 0.1 0.0 0.4511
H -1.188254 0.571875 2.557048 -0.1 0.0 0.1 0.4386
C -5.551689 4.863206 -1.034680 0.0 0.0 0.0 -0.5869
C -5.041758 3.770023 -0.096750 0.0 0.0 0.1 -0.3535
C -3.736828 4.382558 0.402109 0.0 0.0 0.0 -0.1510
O -3.935903 5.786687 0.419384 0.0 0.0 0.0 -0.4304
C -5.137452 6.122575 -0.283846 0.0 0.0 0.0 -0.4812
H -6.623004 4.817570 -1.219223 0.0 0.0 0.0 0.3516
H -5.036577 4.806717 -1.995676 0.0 0.0 0.0 0.2644
H -5.737123 3.634819 0.735066 0.0 0.0 0.0 0.2878
H -4.897067 2.806860 -0.584968 0.0 0.0 0.0 0.2429
H -2.903606 4.150096 -0.274396 0.0 0.0 0.0 0.1307
H -3.465889 4.053758 1.410004 0.0 0.0 0.0 0.1954
H -5.899583 6.423292 0.441019 0.0 0.0 0.0 0.2776
H -4.932130 6.966410 -0.940828 0.0 0.0 0.0 0.2825
C 5.254373 -2.013363 -4.190758 0.0 0.0 0.0 -0.5748
C 4.439083 -0.839736 -3.650462 0.0 0.0 0.0 -0.6606
C 3.395980 -1.557914 -2.804773 0.0 0.0 0.0 0.0009
O 4.027385 -2.738744 -2.306127 -0.1 0.0 0.0 -0.4042
C 5.266560 -2.953887 -2.993824 0.0 0.0 0.0 -0.4593
H 6.255656 -1.737099 -4.515137 0.0 0.0 0.0 0.3594
H 4.737885 -2.477056 -5.033333 0.0 0.0 0.0 0.2516
H 5.063795 -0.203124 -3.021039 0.0 0.0 0.0 0.2881
H 3.995051 -0.220244 -4.427818 0.0 0.0 0.0 0.3613
H 2.526134 -1.845921 -3.406804 0.0 0.0 0.0 0.2201
H 3.049734 -0.960197 -1.958370 0.0 0.0 0.0 0.0281
H 6.092940 -2.723336 -2.314527 0.0 0.0 0.0 0.2817
H 5.331457 -4.004845 -3.274018 0.0 0.0 0.0 0.2640
```
Forces are in eV/Å.

=====

3.
The following is a quantum chemistry calculation of a molecular structure, C17H38AlF3N13O24 in a non-equilibrium geometry, from the OMol25 dataset.

## Properties
E_LUMO = 0.0271 hartree
HOMO-LUMO gap = 6.7 eV
max |F| = 0.20085 Eh/bohr
spin multiplicity = 1
net charge = -1
E_HOMO = -5.96 eV

XYZ file:
```
96
Properties=species:S:1:pos:R:3:forces:R:3:mulliken_charge:R:1
O -5.474776 -2.540279 -0.852091 2.0 8.4 3.5 -0.6256
C -5.136574 -1.308332 -0.403892 2.6 0.4 -2.2 0.5540
N -4.550359 -0.083362 -0.181806 -4.9 -8.6 -1.6 -0.2315
Al -5.799114 1.296520 -0.791720 -0.3 -0.2 -0.7 -0.0359
C -7.131349 0.592698 -2.211582 -0.3 0.5 -1.3 -0.6352
C -8.647789 0.336724 -1.645925 -0.1 -0.7 -1.5 -0.4281
C -9.538772 1.689727 -1.397023 -3.0 -0.1 3.3 0.4127
F -9.518845 2.918584 -2.248696 0.5 -3.6 2.9 -0.2957
C -10.492779 1.646915 -0.218573 2.4 0.3 -3.3 0.2088
F -11.002573 0.285454 0.141250 1.6 4.7 -0.1 -0.2394
F -10.928202 2.832063 0.555278 0.6 -4.2 -2.4 -0.2478
N -4.679487 2.596293 -1.745741 1.6 6.1 8.2 -0.2920
C -4.354660 3.506498 -0.732868 3.2 1.1 -4.3 0.5474
O -3.711114 4.541379 -0.125829 -4.8 -7.2 -3.5 -0.6002
H -6.486906 1.899066 0.499798 -0.2 0.1 -0.2 -0.1987
H -7.239442 1.345163 -3.127843 0.3 -1.5 1.9 0.2930
H -6.616177 -0.376625 -2.671668 -1.6 1.7 0.9 0.2992
H -9.212016 -0.330535 -2.456186 0.9 1.4 1.8 0.3141
H -8.580953 -0.287926 -0.653024 -0.5 1.6 -1.8 0.2141
C -0.245765 -0.463247 -0.454782 0.1 0.0 0.3 -0.9130
N -1.284674 0.368121 -1.120666 -0.8 0.9 -0.3 0.9182
O -1.384528 1.546251 -0.758690 0.0 -1.8 -0.8 -0.4976
O -1.970617 -0.185543 -1.987761 1.0 0.9 1.1 -0.5708
H 0.278532 0.149576 0.281557 -0.2 -0.1 -0.3 0.3288
H -0.753791 -1.299055 0.030564 0.0 0.1 -0.2 0.3456
H 0.442831 -0.811304 -1.227380 -0.3 0.0 0.1 0.2668
C -3.811604 3.206534 3.109541 -0.1 0.3 0.0 -0.6679
N -4.249797 1.828477 2.759039 -0.7 -0.9 -0.3 0.8398
O -5.458569 1.649967 2.569329 2.0 0.0 0.6 -0.3673
O -3.367939 0.964951 2.684425 -1.2 1.0 0.1 -0.5351
H -4.687108 3.858624 3.139650 0.1 -0.3 -0.1 0.2517
H -3.331199 3.160417 4.088985 0.0 -0.1 -0.2 0.3090
H -3.111794 3.535829 2.338798 -0.1 -0.1 0.2 0.1788
C 3.381835 -2.731426 -1.230863 0.1 -0.2 -0.5 -0.8367
N 2.962901 -1.373867 -0.788781 0.0 0.6 0.3 0.8799
O 3.081285 -0.451562 -1.603843 -0.3 -0.9 1.3 -0.5858
O 2.527223 -1.272517 0.363968 0.5 0.1 -2.0 -0.5342
H 3.742261 -2.672168 -2.260045 -0.1 0.2 0.3 0.3082
H 4.177951 -3.064687 -0.562010 -0.3 0.1 -0.1 0.2998
H 2.508534 -3.383519 -1.165022 0.2 0.1 0.2 0.3564
C 5.809974 1.130133 -2.846169 -0.4 0.1 0.1 -0.4850
N 6.689300 -0.040672 -3.110570 0.3 -0.9 -0.1 0.9028
O 6.211879 -1.163669 -2.910735 1.0 1.5 -0.4 -0.4965
O 7.833942 0.200780 -3.511084 -1.4 -0.6 0.5 -0.5812
H 4.838031 0.771103 -2.501122 0.3 0.0 -0.1 0.1097
H 6.292020 1.737258 -2.077236 0.0 -0.1 -0.3 0.2827
H 5.706844 1.682820 -3.782180 0.2 -0.1 0.2 0.2990
C -9.182149 2.279762 4.197759 -0.3 -0.2 0.0 -0.6663
N -8.320672 3.333628 4.798700 0.9 0.7 0.2 0.8445
O -8.791054 3.978899 5.742816 0.8 -0.7 -1.1 -0.5457
O -7.196710 3.483372 4.305544 -1.8 -0.1 1.0 -0.4741
H -10.136785 2.259243 4.727742 0.3 0.1 -0.1 0.3077
H -9.330083 2.534967 3.146468 0.2 -0.1 0.1 0.2591
H -8.660557 1.326606 4.305704 0.0 0.2 -0.2 0.2530
C 3.541891 0.471647 2.698119 -0.3 -0.2 -0.2 -0.4541
N 4.806268 0.009697 3.332044 0.7 -0.3 0.3 0.9229
O 5.187655 -1.135842 3.065081 -0.2 1.5 0.6 -0.5077
O 5.380007 0.810066 4.079807 -0.5 -1.3 -0.9 -0.5737
H 3.148208 -0.330261 2.069955 0.3 0.3 0.3 0.0947
H 2.840707 0.713394 3.499447 0.2 0.1 -0.1 0.3022
H 3.777254 1.352221 2.096947 -0.1 -0.1 0.3 0.2785
C 9.061784 -1.574276 -6.269118 0.1 -0.2 0.2 -0.4699
N 9.373969 -0.780377 -7.488204 0.2 0.5 -0.9 0.8274
O 10.519884 -0.870180 -7.944056 -1.6 0.3 0.4 -0.5138
O 8.459895 -0.089414 -7.952915 1.4 -0.9 0.5 -0.5064
H 9.953153 -2.131090 -5.972380 -0.2 0.2 -0.2 0.2917
H 8.766572 -0.873073 -5.485926 -0.1 -0.1 -0.2 0.1194
H 8.246732 -2.256242 -6.519772 0.1 0.2 0.1 0.2674
C 0.121459 5.479867 2.419969 0.1 0.2 -0.2 -0.7014
N 0.297403 4.125942 3.011439 0.0 -1.0 0.5 0.8555
O 1.259403 3.456633 2.617019 -1.3 0.7 0.7 -0.5051
O -0.535266 3.773337 3.854794 1.4 0.4 -1.2 -0.4818
H 0.921095 5.656280 1.697408 -0.2 -0.2 0.2 0.2935
H -0.853567 5.500749 1.928934 0.1 0.0 0.2 0.2597
H 0.171464 6.204597 3.235126 -0.1 -0.2 -0.1 0.2930
C 4.854235 -5.698589 1.942053 0.3 0.1 0.2 -0.6024
N 3.815326 -4.867220 1.276169 -0.6 0.6 -0.1 0.8830
O 3.715472 -3.689091 1.638145 0.0 -1.8 -0.6 -0.4379
O 3.129383 -5.420885 0.409074 0.8 0.9 1.0 -0.5370
H 5.378532 -5.085766 2.678392 -0.3 -0.2 -0.3 0.1578
H 4.346209 -6.534397 2.427399 0.1 0.1 -0.2 0.2790
H 5.542831 -6.046646 1.169455 -0.2 -0.1 0.1 0.3070
C 7.888396 -3.327588 5.095213 -0.2 0.4 0.1 -0.6757
N 7.450203 -4.705645 4.744710 -0.2 -0.9 -0.2 0.8500
O 6.241431 -4.884155 4.555001 1.8 0.0 0.4 -0.5509
O 8.332061 -5.569172 4.670097 -1.5 1.1 0.0 -0.5130
H 7.012892 -2.675498 5.125321 0.2 -0.2 -0.1 0.3062
H 8.368801 -3.373705 6.074657 0.0 -0.1 -0.3 0.2837
H 8.588206 -2.998293 4.324470 -0.1 -0.1 0.2 0.2731
C -2.177555 -1.046172 -5.079804 -0.2 0.3 -0.1 -0.3736
N -0.867904 -1.677004 -5.397250 0.7 -0.3 -0.2 0.8595
O -0.164827 -1.123066 -6.250376 -0.6 -1.0 1.2 -0.5301
O -0.582824 -2.710472 -4.781142 -0.1 1.4 -1.0 -0.5210
H -2.295802 -0.150122 -5.692785 0.2 -0.3 0.1 0.2896
H -2.958116 -1.774955 -5.307457 0.2 0.1 0.2 0.2786
H -2.170982 -0.789345 -4.018572 -0.1 -0.2 -0.2 0.0843
```
Forces are in eV/Å.

=====

Number 1: molecular weight 547.3 g mol⁻¹. Number 2: molecular weight 349.6 g mol⁻¹. Number 3: molecular weight 892.5 g mol⁻¹.